(1)
Entry from the OMol25 dataset: 10 unconnected molecules or ions with the total composition C66H105F6N9O6P (ωB97M-V/def2-TZVPD).

Values from the calculation:
frontier orbital gap: 5.641 eV
calculated total energy: -4461.24699 a.u.
2S+1: 1
highest occupied orbital energy: -0.566 Ha
total charge: +5

XYZ file:
```
193
Properties=species:S:1:pos:R:3:mulliken_charge:R:1
C 16.391 23.276 15.428 -1.0538
C 16.602 24.584 14.696 1.5397
C 17.200 24.303 13.344 -1.5437
N 17.493 25.480 12.427 0.4911
C 16.174 26.059 11.989 -0.3856
C 18.274 24.958 11.316 -0.5532
C 18.923 26.218 10.730 -0.9472
C 18.895 27.294 11.849 -0.3174
C 18.380 26.519 13.076 -0.4703
H 17.331 22.903 15.808 0.4878
H 16.093 22.537 14.660 0.0089
H 15.646 23.322 16.219 0.1932
H 17.200 25.330 15.266 0.4032
H 15.660 25.143 14.519 -0.6940
H 16.607 23.653 12.669 0.7462
H 18.158 23.739 13.379 0.2608
H 15.936 26.792 12.721 -0.2218
H 15.441 25.250 11.936 0.0255
H 16.222 26.444 10.970 0.4938
H 17.497 24.516 10.676 0.4216
H 18.945 24.112 11.582 0.5176
H 18.474 26.544 9.771 0.4108
H 19.942 25.861 10.431 0.2825
H 18.209 28.116 11.572 -0.0715
H 19.926 27.604 12.056 0.5602
H 17.769 27.084 13.759 0.3573
H 19.134 25.933 13.606 0.4673
C 11.851 28.393 10.495 -1.4659
C 11.459 27.778 11.794 -0.4875
C 12.585 27.409 12.751 0.7073
N 12.105 27.363 14.214 1.3460
C 11.868 28.781 14.697 -0.4075
C 13.243 26.694 15.041 1.2761
C 12.541 26.146 16.250 1.1622
C 11.170 25.717 15.679 -0.5121
C 10.907 26.501 14.444 -0.6761
H 10.969 28.450 9.883 0.4601
H 12.608 27.898 9.874 0.2755
H 12.210 29.410 10.682 0.2504
H 10.780 26.963 11.591 0.3554
H 10.904 28.515 12.331 0.3154
H 13.417 28.145 12.761 -0.0701
H 12.910 26.392 12.442 -0.4777
H 12.846 29.251 14.826 -0.2692
H 11.238 28.727 15.580 0.2992
H 11.331 29.431 14.021 0.2595
H 14.009 27.484 15.119 0.2261
H 13.734 25.874 14.493 -1.9353
H 12.547 26.829 17.106 -1.3541
H 13.105 25.292 16.576 0.6777
H 10.302 25.874 16.354 -0.1594
H 11.297 24.669 15.391 0.4056
H 10.103 27.197 14.484 0.4675
H 10.761 25.896 13.543 0.2634
C 11.355 32.185 12.914 -1.4297
C 12.049 32.738 14.151 0.2160
C 13.479 33.172 13.770 -0.4582
N 14.347 33.817 14.815 0.3526
C 13.803 35.137 15.336 -1.0097
C 15.718 34.132 14.220 -0.5838
C 16.715 33.885 15.380 -0.6657
C 15.980 33.140 16.528 -0.6987
C 14.636 32.795 15.939 0.6150
H 11.422 32.815 12.059 0.5173
H 10.289 32.114 13.115 0.3930
H 11.821 31.230 12.599 0.1575
H 12.182 31.946 14.912 0.0626
H 11.523 33.592 14.620 0.3859
H 13.409 33.845 12.875 0.5874
H 14.049 32.305 13.474 -0.3600
H 14.561 35.693 15.899 0.3917
H 12.904 35.055 15.906 0.3385
H 13.449 35.692 14.460 0.4012
H 15.703 35.178 13.889 0.4406
H 15.881 33.438 13.344 0.3408
H 17.211 34.802 15.757 0.3570
H 17.450 33.262 14.863 0.3218
H 15.906 33.741 17.487 0.3153
H 16.472 32.209 16.787 0.4302
H 13.776 32.771 16.631 0.4721
H 14.766 31.835 15.459 -0.7429
C 7.255 31.072 27.209 -0.9224
N 7.974 31.136 25.927 0.0241
C 9.087 31.877 25.778 -0.2255
C 9.878 31.710 24.671 -0.6883
C 9.557 30.779 23.663 0.3642
C 8.440 29.992 23.914 -0.4937
C 7.640 30.178 25.052 -0.3677
C 10.336 30.532 22.424 0.6948
C 9.708 30.748 21.204 -0.6599
C 10.258 30.092 20.097 -0.1180
N 11.432 29.490 20.177 0.4764
C 12.161 29.433 21.343 -0.3102
C 11.586 29.998 22.489 -0.5875
C 11.879 28.809 18.961 -0.6971
H 7.154 30.013 27.485 0.3717
H 6.264 31.473 27.073 0.3409
H 7.842 31.597 27.950 0.3410
H 9.285 32.580 26.578 0.4302
H 10.753 32.232 24.433 0.6007
H 8.028 29.330 23.138 0.4838
H 6.732 29.597 25.258 0.4768
H 8.783 31.281 21.031 0.5360
H 9.782 30.075 19.113 0.4645
H 13.155 28.953 21.277 0.3724
H 12.180 30.132 23.382 0.5938
H 11.013 28.456 18.453 0.0839
H 12.575 28.014 19.161 -0.2725
H 12.379 29.535 18.318 0.6129
C 14.247 20.259 13.776 -1.1712
N 13.585 19.064 13.194 0.1387
C 13.576 17.915 13.908 -0.2731
C 12.882 16.828 13.446 -0.7551
C 12.255 16.875 12.201 0.8467
C 12.285 18.034 11.463 -0.9590
C 12.906 19.154 12.027 0.0006
C 11.456 15.696 11.812 0.5329
C 10.182 15.775 11.235 -0.8093
C 9.474 14.634 10.871 -0.1391
N 10.047 13.421 10.979 0.0412
C 11.328 13.337 11.404 -0.4672
C 12.071 14.440 11.802 -0.5369
C 9.252 12.210 10.612 -0.8610
H 15.230 20.005 14.027 0.5765
H 13.650 20.522 14.603 0.5007
H 14.180 21.087 13.050 0.1091
H 14.053 17.920 14.891 0.4639
H 12.888 15.881 13.955 0.5848
H 11.758 18.086 10.500 0.5346
H 12.884 20.116 11.521 0.5217
H 9.703 16.733 11.136 0.5411
H 8.452 14.643 10.512 0.4080
H 11.786 12.393 11.412 0.4926
H 13.113 14.281 12.025 0.5279
H 8.294 12.411 10.158 0.3140
H 9.120 11.577 11.487 0.3625
H 9.780 11.655 9.781 0.3667
C 14.112 24.456 29.005 -0.8366
N 13.829 24.617 27.589 0.0283
C 14.453 25.479 26.758 -0.1153
C 14.277 25.456 25.400 -0.8246
C 13.421 24.560 24.788 0.3405
C 12.701 23.645 25.648 -0.6307
C 12.914 23.743 27.023 -0.4009
C 13.238 24.467 23.307 1.2514
C 14.337 24.338 22.463 -0.6056
C 14.071 24.282 21.141 -0.2785
N 12.791 24.387 20.673 0.3315
C 11.707 24.551 21.442 -0.4887
C 11.928 24.523 22.810 -0.8687
C 12.604 24.385 19.181 -1.6788
H 14.379 23.430 29.261 0.3479
H 13.168 24.734 29.515 0.3723
H 14.931 25.155 29.289 0.2872
H 15.007 26.247 27.282 0.4170
H 14.771 26.204 24.825 0.6381
H 12.008 22.857 25.309 0.4765
H 12.490 23.007 27.673 0.4664
H 15.314 24.280 22.877 0.6047
H 14.814 24.152 20.348 0.3363
H 10.792 24.752 20.901 0.4126
H 11.186 24.721 23.552 0.6292
H 11.678 23.881 18.950 0.5433
H 13.495 23.800 18.897 0.3873
H 12.770 25.410 18.826 0.6083
P 12.514 23.243 11.739 1.4475
F 11.320 24.284 12.207 -0.3870
F 13.198 23.559 13.259 -0.3528
F 11.686 22.008 12.360 -0.3967
F 13.682 22.162 11.357 -0.4505
F 11.863 22.975 10.304 -0.3910
F 13.432 24.421 11.161 -0.4145
C 16.243 30.263 12.947 -0.2932
C 15.563 29.422 14.047 0.0531
O 16.066 28.349 14.397 -0.6530
O 14.524 29.971 14.477 -0.5841
H 17.151 29.807 12.548 0.0025
H 16.556 31.157 13.391 -0.2463
H 15.511 30.422 12.121 0.2883
C 8.246 26.579 18.679 -1.2960
C 9.537 26.657 19.475 0.7793
O 10.501 25.965 19.094 -0.4224
O 9.586 27.411 20.471 -0.6240
H 7.356 26.695 19.326 0.4152
H 8.292 25.656 18.099 0.2906
H 8.206 27.469 17.998 0.2060
C 16.478 27.331 19.538 -1.5645
C 15.028 27.212 19.734 0.4428
O 14.597 27.308 20.940 -0.7538
O 14.245 27.071 18.759 -0.0563
H 16.729 28.368 19.447 0.3277
H 16.950 26.834 18.650 0.1747
H 17.026 27.015 20.400 0.4015
```

---

(2)
Entry from the OMol25 dataset: 10 unconnected molecules or ions with the total composition C66H146N6O10 (ωB97M-V/def2-TZVPD).

Values from the calculation:
frontier orbital gap: 8.554 eV
calculated total energy: -3682.92488 a.u.
2S+1: 1
SMILES: CC1(C)CCCC(C)(C)N1O.CC1(C)CCCC(C)(C)N1O.CC1(C)CCCC(C)(C)N1O.CC1(C)CCCC(C)(C)N1O.CC1(C)CCCC(C)(C)N1O.CC1(C)CCCC(C)(C)N1O.CC(C)O.CC(C)O.CC(C)O.CC(C)O
highest occupied orbital energy: -0.299 Ha
relative energy (zero: lowest compared OMol25 entry of this formula, charge and spin): 282.5 kJ/mol
total charge: 0

XYZ file:
```
228
Properties=species:S:1:pos:R:3:mulliken_charge:R:1
C 5.949 -1.721 -4.924 -2.3479
C 4.720 -2.342 -5.628 2.1925
C 3.557 -2.532 -4.652 -1.2015
C 4.322 -1.509 -6.858 -1.5012
C 3.311 -2.194 -7.743 0.1749
C 4.000 -3.428 -8.292 -1.3481
C 4.428 -4.429 -7.143 1.6042
C 3.212 -5.170 -6.621 -1.4598
C 5.333 -5.515 -7.772 -2.0391
N 5.178 -3.649 -6.141 0.1225
O 5.760 -4.492 -5.172 -0.4741
H 5.776 -0.679 -4.743 0.4246
H 6.222 -2.124 -3.950 0.3896
H 6.821 -1.868 -5.519 0.5405
H 2.676 -2.844 -5.195 -0.3316
H 3.796 -3.289 -3.890 0.4546
H 3.215 -1.628 -4.107 0.3549
H 3.995 -0.533 -6.435 0.4583
H 5.190 -1.184 -7.451 0.4022
H 2.396 -2.500 -7.196 -0.1647
H 3.072 -1.581 -8.592 0.3654
H 4.915 -3.147 -8.825 0.3160
H 3.342 -4.039 -8.930 0.4516
H 2.451 -4.541 -6.170 0.1768
H 3.440 -5.940 -5.818 0.3353
H 2.672 -5.731 -7.366 0.4734
H 4.822 -6.087 -8.556 0.3830
H 5.568 -6.292 -7.028 0.3803
H 6.264 -5.060 -8.059 0.4901
H 4.993 -4.697 -4.610 0.3884
C -3.300 7.764 4.361 -2.0105
C -2.671 6.374 4.146 1.6120
C -3.147 5.445 5.290 -1.4681
C -3.118 5.840 2.733 -1.5611
C -2.197 4.784 2.212 0.5120
C -0.765 5.293 2.141 -1.1080
C -0.251 5.657 3.595 1.5496
C -0.145 4.439 4.530 -0.9728
C 1.074 6.366 3.355 -1.5669
N -1.225 6.618 4.085 0.3000
O -0.730 7.162 5.313 -0.5032
H -2.885 8.420 3.576 0.4776
H -4.391 7.714 4.248 0.4037
H -3.154 8.149 5.383 0.3666
H -4.235 5.621 5.290 0.4654
H -2.911 4.403 5.098 0.1515
H -2.677 5.718 6.267 0.3353
H -4.161 5.531 2.835 0.4470
H -3.093 6.710 2.091 0.4002
H -2.198 3.860 2.804 -0.5271
H -2.603 4.524 1.233 0.5302
H -0.670 6.180 1.578 0.6617
H -0.042 4.565 1.730 -0.1710
H -0.985 3.780 4.350 -0.1760
H -0.111 4.780 5.561 0.3622
H 0.785 3.878 4.322 0.2500
H 0.918 7.173 2.595 0.4117
H 1.802 5.710 2.910 -0.0731
H 1.377 6.816 4.286 0.5382
H -0.369 7.978 4.988 0.3691
C -4.426 -0.250 3.483 -0.9110
C -4.452 -1.271 4.687 1.5707
C -4.876 -2.645 4.102 -1.9945
C -3.066 -1.389 5.339 -1.5348
C -2.603 -0.199 6.176 0.6080
C -3.638 -0.052 7.254 -1.6132
C -5.039 0.251 6.658 1.8559
C -5.994 0.182 7.860 -2.2885
C -5.161 1.600 5.972 -1.3215
N -5.386 -0.885 5.797 0.2542
O -6.697 -0.895 5.290 -0.4900
H -3.691 0.522 3.787 -0.3627
H -3.973 -0.731 2.661 0.4765
H -5.400 0.067 3.154 0.2788
H -4.979 -3.351 4.920 0.5159
H -5.843 -2.616 3.611 0.3923
H -4.133 -2.844 3.331 0.3641
H -3.163 -2.271 5.948 0.4751
H -2.538 -1.663 4.449 0.3109
H -1.580 -0.378 6.497 0.5106
H -2.476 0.622 5.442 -0.4706
H -3.364 0.760 7.936 0.4797
H -3.721 -0.958 7.850 0.3940
H -7.007 0.307 7.554 0.4808
H -5.816 0.988 8.553 0.4235
H -5.889 -0.804 8.307 0.4869
H -6.085 1.685 5.426 0.3865
H -4.355 1.688 5.228 -0.0668
H -5.049 2.408 6.692 0.4598
H -7.162 -1.584 5.781 0.3575
C 0.684 -2.284 -0.168 -0.3778
C 0.596 -0.660 -0.481 2.5852
C 1.593 -0.350 -1.658 -1.9971
C -0.800 -0.258 -0.844 0.0723
C -1.736 -0.326 0.383 -0.3432
C -1.160 0.586 1.431 -0.1202
C 0.286 0.219 1.863 2.2958
C 0.905 1.361 2.696 -0.9754
C 0.242 -1.056 2.808 -1.3805
N 1.014 0.176 0.645 -0.0264
O 2.396 0.014 0.879 1.5396
H 0.915 -2.829 -1.096 0.0975
H 1.519 -2.419 0.501 -0.1935
H -0.253 -2.590 0.262 -0.3406
H 2.572 -0.673 -1.296 0.3067
H 1.329 -0.931 -2.528 -0.0776
H 1.595 0.712 -1.877 0.5118
H -0.907 0.731 -1.314 0.3587
H -1.065 -1.002 -1.585 -1.2836
H -2.767 0.033 0.323 0.5790
H -1.873 -1.326 0.843 -0.1007
H -1.718 0.616 2.363 -0.8909
H -1.086 1.624 1.029 0.1109
H 0.962 2.310 2.136 -0.5787
H 1.902 1.045 3.013 -0.3524
H 0.313 1.457 3.588 0.6550
H 1.284 -1.404 3.031 -0.4102
H -0.375 -1.836 2.395 0.2294
H -0.147 -0.670 3.734 0.5881
H 2.765 0.907 0.832 0.1149
C -4.907 0.043 -4.309 -1.3318
C -4.260 1.507 -4.375 1.6718
C -3.605 1.781 -2.969 -1.6220
C -3.176 1.613 -5.489 -0.7887
C -3.843 1.654 -6.847 -0.4393
C -4.647 2.921 -6.974 -1.2378
C -5.825 2.854 -5.982 1.4806
C -6.475 4.247 -5.827 -1.9455
C -6.920 1.831 -6.433 -1.7337
N -5.281 2.499 -4.612 0.1445
O -6.357 2.426 -3.711 -0.4420
H -4.167 -0.705 -4.524 -0.1001
H -5.376 -0.087 -3.313 0.6458
H -5.688 -0.087 -5.062 0.1327
H -2.910 0.973 -2.756 0.0321
H -3.004 2.697 -2.976 0.4589
H -4.374 1.824 -2.214 0.4457
H -2.535 2.484 -5.291 0.4908
H -2.517 0.756 -5.303 -0.0636
H -3.114 1.449 -7.698 0.3134
H -4.488 0.765 -6.933 0.2857
H -5.033 3.136 -7.975 0.4445
H -4.072 3.834 -6.728 0.3670
H -6.967 4.548 -6.730 0.4405
H -5.661 4.886 -5.470 0.4391
H -7.252 4.216 -5.052 0.3709
H -7.733 1.984 -5.732 0.4774
H -6.562 0.819 -6.430 0.3727
H -7.207 2.021 -7.458 0.4146
H -6.747 1.568 -3.826 0.3575
C 5.652 -1.406 0.641 -2.5729
C 6.283 -1.288 2.050 1.8381
C 6.648 -2.699 2.535 -1.5218
C 7.477 -0.412 2.061 -1.0841
C 7.866 0.032 3.438 -0.6488
C 6.743 0.770 4.114 -0.8260
C 5.501 -0.126 4.241 1.1722
C 5.785 -1.172 5.353 -1.7323
C 4.273 0.686 4.662 -1.6396
N 5.254 -0.627 2.842 1.4807
O 3.987 -1.234 2.774 -0.5634
H 4.793 -2.078 0.789 0.2498
H 5.296 -0.462 0.357 0.2694
H 6.413 -1.750 -0.063 0.6685
H 7.385 -3.224 1.945 0.4108
H 7.021 -2.534 3.545 0.3549
H 5.735 -3.291 2.516 0.1663
H 8.274 -0.984 1.612 0.4353
H 7.318 0.513 1.466 0.1731
H 8.201 -0.762 4.131 0.4088
H 8.727 0.718 3.353 0.4356
H 6.499 1.598 3.452 -0.0923
H 7.015 1.130 5.112 0.4391
H 6.805 -1.510 5.280 0.3387
H 5.131 -2.011 5.098 0.2526
H 5.628 -0.716 6.313 0.5103
H 4.495 1.252 5.545 0.6490
H 3.448 -0.019 4.803 0.3858
H 4.057 1.420 3.875 -0.1231
H 3.602 -0.940 1.924 -0.0919
C -3.087 -2.552 -1.796 1.1082
C -4.426 -3.323 -1.814 0.2281
C -5.247 -3.126 -0.554 -1.5129
O -5.287 -2.885 -2.927 -0.6292
H -2.525 -2.757 -2.709 -0.8013
H -2.395 -2.817 -0.951 -0.0579
H -3.379 -1.502 -1.774 -0.0549
H -4.307 -4.398 -1.830 0.3394
H -6.084 -3.837 -0.461 0.4030
H -5.627 -2.112 -0.546 0.3153
H -4.517 -3.251 0.266 0.2572
H -4.751 -2.816 -3.704 0.3284
C 2.709 -4.937 0.775 -0.7511
C 1.688 -5.955 1.260 0.1509
C 0.307 -5.387 1.644 -0.7440
O 1.556 -6.923 0.215 -0.5579
H 3.627 -5.428 0.526 0.5163
H 2.953 -4.263 1.588 0.0964
H 2.358 -4.492 -0.126 0.1041
H 2.092 -6.392 2.168 0.3650
H 0.338 -4.538 2.346 0.1385
H -0.258 -6.185 2.179 0.4327
H -0.166 -4.991 0.720 0.0199
H 1.363 -7.741 0.688 0.3452
C 5.606 3.996 1.257 -1.4278
C 4.212 3.427 1.477 0.8822
C 3.178 4.081 0.572 -1.3574
O 4.261 1.979 1.103 -0.6058
H 5.806 4.929 1.774 0.4069
H 5.828 4.127 0.205 0.3353
H 6.371 3.331 1.710 0.2751
H 3.955 3.526 2.534 0.2032
H 3.313 3.805 -0.473 0.4556
H 3.162 5.172 0.560 0.4232
H 2.234 3.679 0.865 0.0438
H 4.721 1.467 1.803 -0.1375
C -0.570 -1.676 -5.208 -0.6838
C -0.583 -3.193 -5.076 0.0465
C 0.007 -3.564 -3.700 -0.2927
O -1.949 -3.642 -4.968 -0.5559
H -1.208 -1.290 -4.391 -0.3611
H -1.009 -1.326 -6.125 0.6599
H 0.380 -1.072 -5.163 0.2344
H -0.080 -3.696 -5.940 0.4814
H 0.045 -4.642 -3.597 0.5969
H -0.627 -3.190 -2.909 -0.3073
H 1.033 -3.160 -3.627 -0.1634
H -2.373 -3.768 -5.805 0.3429
```